{
  "formula": "C34H48N3P2SeV",
  "method": "ωB97M-V with the def2-TZVPD basis set",
  "orbital_gap_ev": [6.90, 7.67],
  "charge": 2,
  "lumo_energy_ev": [-6.2, -5.4],
  "multiplicity": 3,
  "relative_energy_kcal_mol": 0.0,
  "largest_force_ev_per_a": 0.4,
  "e_tot_ha": -5516.388109,
  "species": ["V", "C", "C", "C", "P", "C", "C", "C", "C", "C", "C", "C", "C", "C", "C", "N", "C", "C", "C", "C", "C", "C", "C", "P", "C", "C", "C", "C", "C", "C", "H", "H", "H", "H", "H", "H", "H", "H", "H", "H", "H", "H", "H", "H", "H", "H", "H", "H", "H", "H", "H", "H", "H", "H", "H", "H", "H", "H", "H", "H", "H", "H", "H", "H", "H", "H", "H", "H", "H", "H", "C", "N", "C", "Se", "N", "C", "C", "C", "C", "C", "C", "H", "H", "H", "H", "H", "H", "H", "H"],
  "coordinates": [[0.719840, 2.125550, 0.777269], [3.637797, 2.459316, 2.203987], [4.140527, 1.624402, 1.020675], [5.248079, 0.682598, 1.489860], [2.694634, 0.787836, 0.239651], [3.115826, 0.323454, -1.482398], [1.959609, -0.447030, -2.113475], [4.458207, -0.369163, -1.703343], [2.317409, -0.615010, 1.324594], [2.994776, -1.829061, 1.347499], [2.671050, -2.828411, 2.259980], [3.411254, -4.132294, 2.284520], [1.639165, -2.573461, 3.160266], [0.950105, -1.371257, 3.159192], [1.286917, -0.381799, 2.243417], [0.568175, 0.846248, 2.121620], [-0.566036, 1.138926, 2.946014], [-0.515913, 1.163468, 4.339847], [-1.650946, 1.484042, 5.056771], [-2.858930, 1.795149, 4.425301], [-4.076906, 2.141749, 5.230461], [-2.891599, 1.793311, 3.040675], [-1.759311, 1.471838, 2.288535], [-1.627567, 1.479514, 0.474593], [-2.703617, 2.818359, -0.205875], [-4.159811, 2.462481, -0.502607], [-2.608873, 4.071016, 0.667367], [-2.220581, -0.157837, -0.135468], [-1.119863, -1.209684, -0.028611], [-3.464847, -0.655160, 0.603566], [4.470270, 2.966843, 2.692003], [3.160524, 1.822401, 2.953006], [2.933458, 3.240276, 1.891617], [4.525086, 2.297661, 0.244714], [4.901976, 0.055110, 2.310896], [6.084580, 1.278651, 1.856548], [5.626319, 0.034176, 0.702178], [3.165345, 1.310105, -1.966133], [1.809958, -1.410838, -1.623689], [2.182020, -0.636599, -3.163408], [1.024411, 0.118075, -2.075033], [4.493230, -1.358958, -1.250256], [5.294395, 0.219983, -1.331297], [4.608983, -0.502056, -2.774943], [3.797855, -2.010790, 0.646283], [4.142038, -4.190746, 1.480902], [2.724631, -4.972563, 2.184338], [3.937696, -4.255601, 3.231635], [1.357153, -3.334809, 3.876726], [0.135899, -1.224250, 3.852464], [0.407942, 0.931030, 4.851299], [-1.605507, 1.491172, 6.138027], [-4.152053, 1.514790, 6.117476], [-4.986876, 2.022059, 4.645797], [-4.028644, 3.179167, 5.567136], [-3.823213, 2.027057, 2.540184], [-2.207293, 3.032170, -1.162878], [-4.723983, 2.245063, 0.403159], [-4.251612, 1.615478, -1.179560], [-4.638219, 3.316814, -0.984083], [-3.203190, 3.966845, 1.573225], [-2.990976, 4.935769, 0.124509], [-1.581927, 4.289477, 0.983338], [-2.448935, 0.017824, -1.193390], [-0.862167, -1.392650, 1.012765], [-0.212081, -0.928103, -0.561298], [-1.479775, -2.152834, -0.439938], [-3.224560, -0.887251, 1.641748], [-3.805479, -1.576199, 0.129600], [-4.293820, 0.046121, 0.593706], [-0.948151, 5.472673, -2.721174], [-0.589529, 5.992362, -1.412343], [0.303880, 5.475723, -0.562281], [1.403621, 3.974957, -0.849395], [0.362292, 6.261211, 0.524425], [-0.528645, 7.323184, 0.387127], [-0.842225, 8.392571, 1.215951], [-1.795822, 9.270663, 0.741993], [-2.413108, 9.091770, -0.506431], [-2.097219, 8.028785, -1.329785], [-1.137846, 7.146297, -0.848222], [-0.483581, 4.498155, -2.847489], [-0.591272, 6.150570, -3.494970], [-2.032249, 5.383165, -2.787413], [1.046033, 6.146252, 1.256027], [-0.361099, 8.532847, 2.172513], [-2.072202, 10.122985, 1.345831], [-3.150091, 9.809409, -0.837290], [-2.565316, 7.903758, -2.295333]],
  "atomic_forces_ev_per_a": [[-0.03, 0.32, -0.03], [-0.02, -0.02, 0.01], [0.02, 0.10, 0.02], [0.06, 0.00, -0.03], [-0.03, -0.21, 0.06], [0.03, 0.10, -0.04], [-0.04, -0.01, -0.05], [0.04, 0.01, -0.05], [0.10, 0.03, -0.05], [0.02, 0.00, 0.01], [-0.01, 0.05, -0.02], [0.01, -0.03, 0.03], [-0.04, 0.06, -0.01], [0.04, -0.10, -0.01], [-0.30, 0.31, 0.01], [0.06, -0.17, 0.12], [0.18, -0.12, -0.09], [-0.01, 0.03, -0.03], [0.09, -0.02, 0.01], [-0.05, 0.01, -0.02], [0.00, 0.02, 0.02], [0.00, -0.02, -0.06], [0.05, 0.02, -0.02], [-0.23, -0.21, 0.04], [0.02, 0.01, -0.07], [0.03, 0.03, -0.04], [0.11, 0.01, 0.04], [0.02, 0.03, -0.03], [0.07, 0.01, -0.06], [-0.01, 0.02, -0.04], [0.02, 0.00, -0.02], [0.00, 0.02, -0.01], [-0.01, -0.01, 0.00], [-0.01, -0.03, 0.02], [-0.03, 0.00, 0.02], [0.01, -0.01, 0.01], [-0.02, 0.01, 0.04], [0.01, -0.05, 0.04], [0.00, -0.01, 0.00], [0.01, -0.02, -0.01], [0.03, -0.02, 0.03], [-0.01, 0.00, 0.02], [-0.02, -0.01, -0.02], [-0.01, -0.01, -0.02], [0.02, 0.01, -0.02], [0.01, -0.01, -0.01], [-0.01, -0.02, -0.01], [0.02, -0.01, 0.00], [0.01, -0.02, 0.01], [-0.02, 0.00, 0.04], [0.04, 0.00, 0.02], [0.00, 0.00, 0.04], [-0.01, -0.01, 0.00], [-0.02, 0.00, 0.00], [0.00, 0.00, 0.01], [0.00, -0.02, -0.01], [-0.04, -0.02, 0.05], [0.00, 0.00, 0.03], [-0.01, -0.03, 0.00], [-0.01, 0.01, 0.00], [0.00, 0.01, 0.00], [0.01, 0.04, -0.04], [-0.04, 0.02, -0.05], [-0.03, -0.01, 0.03], [0.03, -0.02, 0.10], [-0.04, 0.00, 0.03], [-0.01, 0.00, -0.05], [0.02, 0.01, 0.01], [-0.01, -0.01, 0.00], [-0.03, 0.05, -0.01], [-0.01, -0.04, -0.04], [0.07, -0.11, 0.24], [0.14, 0.02, -0.05], [-0.06, -0.11, 0.12], [-0.07, 0.05, -0.06], [-0.02, 0.05, 0.01], [0.01, -0.08, -0.09], [-0.05, 0.03, -0.04], [0.01, 0.01, 0.02], [0.05, 0.00, 0.09], [-0.02, 0.07, -0.04], [-0.03, 0.03, -0.04], [-0.01, -0.01, -0.01], [0.03, -0.01, 0.00], [-0.05, -0.05, -0.03], [0.01, 0.03, 0.05], [-0.01, 0.02, 0.00], [-0.01, 0.03, 0.02], [-0.01, -0.01, -0.03]],
  "lowdin_charge": [0.44, -0.12, -0.51, -0.09, 1.03, -0.53, -0.11, -0.09, -0.28, -0.02, -0.25, -0.03, 0.00, -0.01, -0.29, -0.14, -0.29, -0.01, 0.00, -0.24, -0.03, -0.03, -0.28, 1.07, -0.52, -0.09, -0.10, -0.50, -0.09, -0.09, 0.10, 0.08, 0.03, 0.12, 0.08, 0.10, 0.06, 0.11, 0.08, 0.09, 0.06, 0.07, 0.07, 0.09, 0.10, 0.08, 0.09, 0.09, 0.13, 0.11, 0.13, 0.13, 0.09, 0.08, 0.10, 0.11, 0.09, 0.07, 0.08, 0.09, 0.08, 0.09, 0.06, 0.12, 0.07, 0.04, 0.10, 0.09, 0.10, 0.06, 0.00, -0.05, -0.68, 0.73, 0.13, -0.17, 0.01, -0.05, -0.04, 0.01, -0.16, 0.06, 0.11, 0.10, 0.17, 0.12, 0.12, 0.12, 0.12]
}